99
Properties=species:S:1:pos:R:3:lowdin_spin:R:1 method="wB97M-V/def2-TZVPD" e_homo_ev="-14.00 / -17.71" e_tot_ev=-66088.188 mol_weight_da=794.879 spin_multiplicity=5 orbital_gap_ev="4.6 / 6.0" charge=+3 e_lumo_ev="-9.4 / -11.7" e_above_lowest_kcal_mol=22.0
C -2.255 -0.164 -2.238 0.016
C 0.063 -0.430 -2.665 0.014
C -2.519 -0.089 -3.611 0.020
C -0.156 -0.338 -4.050 0.024
C -1.460 -0.191 -4.526 -0.002
H -3.546 0.070 -3.954 0.002
H 0.696 -0.381 -4.734 0.002
H -1.653 -0.131 -5.602 0.000
N -0.985 -0.379 -1.788 0.194
P -2.546 0.858 0.338 0.022
P 1.465 -1.555 -0.506 0.021
C -3.316 0.059 -1.191 0.003
H -4.171 0.612 -1.617 0.000
H -3.690 -0.914 -0.818 0.000
C 1.419 -0.417 -2.032 0.086
H 2.209 -0.608 -2.772 0.005
C 3.211 -1.245 0.262 0.001
C 1.373 -3.336 -1.202 0.005
C -2.381 2.719 -0.086 0.006
C -3.895 0.627 1.677 0.002
C 3.063 -0.420 1.561 0.003
H 2.706 -1.048 2.391 0.000
H 4.064 -0.031 1.828 0.000
H 2.371 0.426 1.457 0.002
C 3.858 -2.585 0.672 0.000
H 3.275 -3.089 1.461 0.000
H 3.993 -3.279 -0.172 0.000
H 4.860 -2.368 1.086 0.000
C 4.130 -0.489 -0.719 0.012
H 5.183 -0.689 -0.446 0.001
H 3.990 -0.805 -1.765 0.000
H 3.977 0.601 -0.658 0.007
C 1.388 -4.342 -0.028 0.001
H 1.148 -3.843 0.923 0.001
H 0.611 -5.107 -0.213 0.000
H 2.349 -4.863 0.078 0.000
C 0.018 -3.500 -1.928 0.000
H -0.802 -3.003 -1.389 0.001
H 0.051 -3.114 -2.959 0.000
H -0.214 -4.580 -1.981 0.000
C 2.493 -3.650 -2.214 0.002
H 3.144 -2.775 -2.383 0.001
H 3.123 -4.498 -1.905 0.000
H 2.034 -3.915 -3.185 0.000
C -3.390 1.239 3.000 0.001
H -3.766 0.627 3.841 0.000
H -2.288 1.236 3.046 0.000
H -3.747 2.270 3.153 0.000
C -4.097 -0.884 1.909 0.001
H -4.267 -1.436 0.970 0.000
H -3.233 -1.333 2.420 0.001
H -4.992 -1.019 2.545 0.000
C -5.257 1.230 1.272 0.001
H -6.055 0.516 1.548 0.000
H -5.475 2.184 1.771 0.000
H -5.321 1.383 0.181 0.000
C -1.370 2.842 -1.247 0.014
H -1.746 3.485 -2.060 0.002
H -0.445 3.303 -0.855 0.006
H -1.106 1.854 -1.652 0.001
C -1.769 3.406 1.157 0.001
H -0.968 2.772 1.575 0.001
H -1.329 4.373 0.846 0.000
H -2.518 3.612 1.937 0.000
C -3.683 3.420 -0.515 0.003
H -4.136 2.945 -1.403 0.000
H -4.435 3.455 0.290 0.000
H -3.443 4.465 -0.787 0.000
Pt -0.513 -0.446 0.360 0.654
C -1.497 -2.081 0.653 0.037
O -2.011 -3.108 0.933 0.005
N 0.750 1.173 -0.294 1.042
C 1.472 0.999 -1.336 0.357
C 2.298 2.076 -1.949 0.355
C 2.788 3.101 -1.107 0.182
C 2.610 2.136 -3.325 0.136
C 3.565 4.141 -1.621 0.062
H 2.533 3.044 -0.044 0.009
C 3.386 3.184 -3.841 0.126
H 2.239 1.365 -4.008 0.004
C 3.868 4.190 -2.993 0.392
H 3.939 4.923 -0.951 -0.002
H 3.613 3.213 -4.913 0.001
H 4.477 5.006 -3.396 0.015
C 0.585 0.675 4.504 0.005
C -0.296 0.243 3.323 0.005
O 0.247 -0.587 2.351 0.115
C 0.349 -1.942 2.802 0.006
C 1.024 -2.306 4.133 0.003
H 0.759 -0.097 5.267 0.000
H 0.030 1.466 5.060 0.001
H 1.552 1.085 4.159 0.000
H -1.203 -0.242 3.748 0.000
H -0.365 1.199 2.790 0.001
H -0.624 -2.460 2.836 0.001
H 1.032 -2.365 2.111 0.001
H 0.337 -2.128 4.984 0.000
H 1.219 -3.403 4.143 0.001
H 1.997 -1.802 4.281 0.000